Arrangement P

Molecular formula: CH4NOP
Method: DFT, ωB97M-V with the def2-TZVPD basis set

Geometry as XYZ:
```
8
Properties=species:S:1:pos:R:3
H 2.05 -0.90 -0.21
O -0.24 0.36 -1.64
H -1.41 0.60 1.42
N -1.52 0.74 0.40
P -0.20 0.11 -0.10
H -0.90 1.05 -1.77
C 1.05 -0.90 0.40
H 1.18 -1.06 1.49
```

Results
- Charge: 0
- E_HOMO: -8.87 eV
- Kohn-Sham gap: 0.34287 Ha

These are the natural (NBO) partial charges, in e, on atoms 1 to 4: number 1, H, carries 0.277; number 2, O, carries -0.963; number 3, H, carries 0.366; number 4, N, carries -1.225



Arrangement Q

Molecular formula: CH4NOP
Method: DFT, ωB97M-V with the def2-TZVPD basis set

Geometry as XYZ:
```
8
Properties=species:S:1:pos:R:3
O 1.19 1.13 0.05
C -1.39 0.36 0.04
H -1.49 1.49 0.17
H 0.47 -2.27 0.36
P 0.22 -0.12 -0.05
H 2.12 0.96 -0.07
N 1.05 -1.48 0.16
H -2.18 -0.08 -0.65
```

Results
- Charge: 0
- E_HOMO: -8.67 eV
- Kohn-Sham gap: 0.32991 Ha

These are the natural (NBO) partial charges, in e, on atoms 1 to 4: number 1, O, carries -0.972; number 2, C, carries -1.155; number 3, H, carries 0.258; number 4, H, carries 0.385



arrangement P ends up most stable, edging out the next structure by 1.4 kcal/mol.



Arrangement P

Molecular formula: CH4NOP
Method: DFT, ωB97M-V with the def2-TZVPD basis set

Geometry as XYZ:
```
8
Properties=species:S:1:pos:R:3
O -2.02 0.94 0.06
C 1.25 0.66 0.10
H 2.13 0.85 0.71
H 1.23 1.13 -0.88
N 0.36 -0.08 0.58
H -1.64 -1.19 1.06
H -1.22 -1.05 -1.09
P -1.23 -0.29 0.08
```

Results
- Charge: 0
- SMILES: C=N[PH2]=O
- E_HOMO: -10.05 eV
- Kohn-Sham gap: 0.37688 Ha

These are the natural (NBO) partial charges, in e, on atoms 1 to 4: number 1, O, carries -1.070; number 2, C, carries 0.069; number 3, H, carries 0.166; number 4, H, carries 0.152



Arrangement Q

Molecular formula: CH4NOP
Method: DFT, ωB97M-V with the def2-TZVPD basis set

Geometry as XYZ:
```
8
Properties=species:S:1:pos:R:3
H -1.71 -1.23 -1.51
H 2.11 0.89 0.78
P 0.59 -0.86 0.47
H -1.92 0.64 -1.61
C -1.41 -0.23 -1.23
O -0.48 -0.02 -0.36
H 1.53 0.31 2.21
N 1.29 0.50 1.24
```

Results
- Charge: 0
- E_HOMO (alpha / beta): -7.42 / -7.27 eV
- Kohn-Sham gap (alpha / beta): 0.27377 / 0.29472 Ha

These are the natural (NBO) partial charges, in e, on atoms 1 to 4: number 1, H, carries 0.147; number 2, H, carries 0.382; number 3, P, carries 0.843; number 4, H, carries 0.158



Arrangement R

Molecular formula: CH4NOP
Method: DFT, ωB97M-V with the def2-TZVPD basis set

Geometry as XYZ:
```
8
Properties=species:S:1:pos:R:3
H 2.56 0.12 -0.39
C 0.79 0.03 -0.11
P -0.80 -0.87 0.05
N 1.93 -0.46 0.08
H 0.57 0.94 -0.63
O -1.77 0.47 0.03
H -2.69 0.57 -0.43
H -0.59 -0.81 1.40
```

Results
- Charge: 0
- SMILES: [H]/N=C/PO
- E_HOMO: -9.50 eV
- Kohn-Sham gap: 0.37077 Ha

These are the natural (NBO) partial charges, in e, on atoms 1 to 4: number 1, H, carries 0.335; number 2, C, carries -0.166; number 3, P, carries 0.854; number 4, N, carries -0.605



arrangement P ends up most stable, edging out the next structure by 16.9 kcal/mol.



Arrangement P

Molecular formula: C4H12N2O
Method: DFT, ωB97M-V with the def2-TZVPD basis set

Geometry as XYZ:
```
19
Properties=species:S:1:pos:R:3
C 0.41 -0.19 0.66
H -1.54 2.02 -0.23
H -3.10 1.27 0.06
H -1.68 -0.85 0.24
H 0.65 0.91 -1.06
H -1.13 -1.16 1.86
H -2.51 2.64 1.02
H 1.07 -0.90 1.16
H 1.04 -2.01 -1.22
N -1.77 0.73 1.51
C -2.22 1.69 0.56
C 1.30 -1.01 -1.56
H 1.05 -0.73 -2.58
H 0.80 0.69 1.19
O 2.70 -0.89 -1.48
H 2.99 -0.86 -0.56
N 0.61 -0.05 -0.73
H -1.57 1.05 2.45
C -1.10 -0.43 1.06
```

Results
- Multiplicity: 2
- Charge: +1
- E_HOMO (alpha / beta): -14.14 / -13.46 eV
- Kohn-Sham gap (alpha / beta): 0.41358 / 0.21337 Ha

These are the natural (NBO) partial charges, in e, on atoms 1 to 4: number 1, C, carries -0.244; number 2, H, carries 0.237; number 3, H, carries 0.250; number 4, H, carries 0.245



Arrangement Q

Molecular formula: C4H12N2O
Method: DFT, ωB97M-V with the def2-TZVPD basis set

Geometry as XYZ:
```
19
Properties=species:S:1:pos:R:3
C -1.30 0.26 1.31
H 0.60 1.39 -1.24
H 1.62 -0.45 1.05
H 3.55 0.25 0.37
C -0.92 0.16 -0.22
H -3.17 0.24 2.16
O 0.78 -1.71 -2.66
H -3.07 -0.77 0.79
H -1.31 1.32 1.50
C 1.56 0.27 0.23
C 0.43 0.64 -0.48
H 0.50 -2.32 -1.96
H -1.63 0.87 -0.65
H 2.92 1.48 -0.70
N 2.76 0.66 -0.12
H -1.27 -0.77 -0.68
H -0.53 -0.26 1.89
H 1.06 -0.95 -2.15
N -2.59 -0.31 1.55
```

Results
- Multiplicity: 2
- Charge: +1
- E_HOMO (alpha / beta): -12.74 / -12.66 eV
- Kohn-Sham gap (alpha / beta): 0.32197 / 0.19335 Ha

These are the natural (NBO) partial charges, in e, on atoms 1 to 4: number 1, C, carries -0.177; number 2, H, carries 0.226; number 3, H, carries 0.243; number 4, H, carries 0.438



Arrangement R

Molecular formula: C4H12N2O
Method: DFT, ωB97M-V with the def2-TZVPD basis set

Geometry as XYZ:
```
19
Properties=species:S:1:pos:R:3
O 1.50 -1.75 1.16
H 1.18 -0.68 -2.64
N 1.37 -1.21 -1.78
H 1.43 0.26 -0.45
N -0.46 1.52 0.06
H -0.20 -2.31 -0.02
H 0.72 -2.01 -2.00
C 0.24 -1.42 0.49
H -1.88 1.19 1.60
H -1.54 -0.09 -0.82
C -1.11 1.90 1.30
H 0.42 2.00 -0.18
H -1.57 2.90 1.27
C -0.57 0.43 -0.93
H -0.36 -0.98 1.34
C 0.65 -0.50 -0.66
H 1.24 -1.97 2.06
H -0.40 1.90 2.15
H -0.66 0.83 -1.96
```

Results
- Multiplicity: 2
- Charge: +1
- E_HOMO (alpha / beta): -14.04 / -14.01 eV
- Kohn-Sham gap (alpha / beta): 0.40077 / 0.23015 Ha

These are the natural (NBO) partial charges, in e, on atoms 1 to 4: number 1, O, carries -0.696; number 2, H, carries 0.361; number 3, N, carries -0.732; number 4, H, carries 0.197



arrangement Q ends up most stable, edging out the next structure by 6.1 kcal/mol.



Arrangement P

Molecular formula: C4H10N2O2
Method: DFT, ωB97M-V with the def2-TZVPD basis set

Geometry as XYZ:
```
18
Properties=species:S:1:pos:R:3
N 1.98 -0.14 -0.51
O 3.15 0.14 -0.44
C 1.58 -1.60 -0.74
H -3.60 -1.60 -0.39
C 0.99 0.68 -0.54
H -2.54 -2.18 0.81
H 2.05 -2.21 0.15
C 0.22 2.17 1.09
H 0.57 3.16 1.53
H -1.87 -1.00 -0.59
H -2.84 -0.44 0.73
H 0.70 1.28 1.58
C -2.66 -1.32 0.16
N 0.51 1.82 -0.34
H -0.81 2.17 1.32
H 0.46 -1.56 -0.95
O 0.07 2.59 -1.23
H 2.02 -1.97 -1.65
```

Results
- Charge: 0
- SMILES: C[N+]([O-])=C=[N+](C)[O-].C
- E_HOMO (alpha / beta): -9.22 / -9.22 eV
- Kohn-Sham gap (alpha / beta): 0.33920 / 0.33917 Ha

These are the natural (NBO) partial charges, in e, on atoms 1 to 4: number 1, N, carries 0.125; number 2, O, carries -0.483; number 3, C, carries -0.447; number 4, H, carries 0.218



Arrangement Q

Molecular formula: C4H10N2O2
Method: DFT, ωB97M-V with the def2-TZVPD basis set

Geometry as XYZ:
```
18
Properties=species:S:1:pos:R:3
H 1.50 -1.92 -0.07
H -1.20 -2.68 0.13
N 0.08 0.81 -0.20
H 0.76 0.96 0.47
N -0.39 3.16 -0.34
C 0.21 -0.44 -0.95
H 1.24 -1.57 1.92
H -0.71 -0.83 -1.49
O -0.79 1.63 -2.18
H 0.94 -0.30 -1.69
C -0.45 1.91 -0.98
C 0.50 -1.69 0.12
O -0.40 -2.65 -0.36
H 0.26 3.24 0.34
H -1.33 3.68 -0.11
C 0.32 -1.27 1.64
H -0.57 -1.89 2.04
H 0.03 -0.14 1.70
```

Results
- Charge: 0
- SMILES: C[C@@H](O)CNC(N)=O
- E_HOMO: -9.39 eV
- Kohn-Sham gap: 0.36826 Ha

These are the natural (NBO) partial charges, in e, on atoms 1 to 4: number 1, H, carries 0.163; number 2, H, carries 0.473; number 3, N, carries -0.661; number 4, H, carries 0.376



Arrangement R

Molecular formula: C4H10N2O2
Method: DFT, ωB97M-V with the def2-TZVPD basis set

Geometry as XYZ:
```
18
Properties=species:S:1:pos:R:3
O 0.04 1.17 0.40
C -0.08 0.41 1.42
H 1.20 1.53 -2.33
H -1.62 -0.84 -1.02
H -1.05 0.30 3.24
H -0.46 -1.78 -1.91
H -0.48 1.49 -1.81
H -1.83 1.26 1.98
O 1.78 -0.50 -0.77
N -1.10 0.64 2.29
C 0.35 0.87 -2.15
C 0.68 -0.07 -1.03
C -0.65 -1.32 -0.94
H -0.56 -2.11 -0.20
H 0.95 -0.79 2.73
N 1.05 -0.16 1.95
H 0.08 0.35 -3.07
H 1.71 -0.46 1.24
```

Results
- Charge: 0
- SMILES: CC(C)=O.NC(N)=O
- E_HOMO: -8.36 eV
- Kohn-Sham gap: 0.32883 Ha

These are the natural (NBO) partial charges, in e, on atoms 1 to 4: number 1, O, carries -0.643; number 2, C, carries 0.799; number 3, H, carries 0.227; number 4, H, carries 0.199



arrangement R ends up most stable, edging out the next structure by 25.4 kcal/mol.